Entry 1:
C4H7NS3 | the ωB97M-V functional and the def2-TZVPD basis

```
15
Properties=species:S:1:pos:R:3:nbo_charge:R:1
S 2.190 2.142 -0.093 -0.049
S 1.779 -0.856 -0.095 0.421
S -0.433 1.027 0.008 0.518
N -1.133 -0.569 -0.083 -0.566
C 1.255 0.786 -0.014 -0.571
C -2.405 -0.576 -0.096 0.137
C -3.216 0.649 0.046 -0.717
C 3.504 -0.907 0.092 -0.807
H -2.893 1.365 0.833 0.243
H -3.069 1.043 -0.926 0.242
H 4.007 -0.298 -0.598 0.237
H 3.591 -2.044 -0.134 0.241
H -4.292 0.448 0.223 0.231
H -3.033 -1.555 -0.205 0.194
H 4.149 -0.652 1.041 0.246
```

Its energy is -38255.444 eV. For the HOMO energy, the calculation gives -8.67 eV. For the LUMO energy, the calculation gives -0.142 eV. For the orbital gap, the calculation gives 8.532 eV. The energy above the lowest of the compared OMol25 structures with the same formula, charge and spin is 1.683 eV.

=====

Entry 2:
C13H15Cl2MnN5S2 | the ωB97M-V functional and the def2-TZVPD basis

```
38
Properties=species:S:1:pos:R:3:lowdin_spin:R:1
Mn -0.401 -0.228 0.102 0.984
Cl -2.173 0.056 -1.910 -0.014
Cl -0.874 -2.407 -1.119 0.006
S -1.583 4.219 -0.466 -0.001
S -3.086 -0.334 3.777 0.000
N 1.405 -0.358 1.078 0.002
N 0.495 2.977 -1.584 0.004
N -0.741 1.865 0.111 -0.006
N -1.347 -2.175 2.891 0.007
N -1.516 -0.106 1.775 -0.001
C 3.550 -1.573 -2.344 -0.002
C -2.422 3.330 0.748 0.001
C 2.191 -0.795 -0.060 0.000
C -2.219 1.093 1.879 0.001
C 3.218 -1.713 0.045 -0.002
C -2.028 -1.673 -2.284 0.001
C 1.825 -0.283 -1.299 -0.001
C -3.101 1.147 2.890 0.001
C -1.874 -0.949 2.729 0.007
C -0.496 2.907 -0.675 0.004
C -1.847 2.132 0.930 0.001
C 3.899 -2.095 -1.104 -0.001
C 2.500 -0.673 -2.448 0.000
H -0.674 -2.538 2.242 0.001
H 1.585 -0.919 1.904 0.003
H -3.290 3.743 1.234 0.000
H 1.018 0.452 -1.372 0.000
H 4.102 -1.861 -3.227 0.000
H -1.626 -1.796 -3.282 0.000
H 4.714 -2.801 -1.027 0.000
H -2.991 -2.152 -2.158 0.000
H 2.217 -0.273 -3.412 0.000
H 0.645 3.826 -2.103 0.000
H -1.665 -2.786 3.624 0.000
H 1.233 2.300 -1.603 0.000
H 3.496 -2.122 1.009 0.000
H -3.750 1.956 3.179 0.000
H 1.608 0.607 1.332 0.002
```

Its energy is -99196.531 eV. For the HOMO energy (alpha / beta), the calculation gives -14.03 / -14.01 eV. Its spin multiplicity is 2. Its net charge is +2. For the LUMO energy (alpha / beta), the calculation gives -6.100 / -6.205 eV. For the orbital gap (alpha / beta), the calculation gives 7.925 / 7.806 eV. The energy above the lowest of the compared OMol25 structures with the same formula, charge and spin is 0.229 eV.

=====

Entry 3:
C6H10N5 | the ωB97M-V functional and the def2-TZVPD basis

```
21
Properties=species:S:1:pos:R:3:nbo_charge:R:1
N 1.459 -0.848 0.008 -0.565
N 0.454 1.340 -0.746 -0.470
N -0.741 0.924 -0.239 -0.128
N -0.002 -2.651 -0.313 -0.732
N 2.872 1.082 0.185 -0.834
C -1.912 1.569 -0.096 0.025
C 1.591 0.619 0.332 0.303
C -2.911 0.625 0.339 -0.268
C -2.242 -0.571 0.274 -0.168
C -0.899 -0.436 -0.012 -0.088
C 0.218 -1.327 -0.147 0.546
H 0.544 2.368 -0.831 0.395
H 1.129 0.886 1.223 0.201
H 0.820 -3.277 -0.563 0.426
H -2.724 -1.506 0.443 0.225
H 2.254 -1.392 0.043 0.422
H -3.878 0.858 0.351 0.238
H 3.352 1.345 1.041 0.413
H 3.457 0.876 -0.563 0.405
H -0.893 -3.040 -0.275 0.426
H -1.948 2.556 -0.454 0.226
```

Its energy is -13826.679 eV. For the HOMO energy, the calculation gives -12.18 eV. Its net charge is +1. For the LUMO energy, the calculation gives -3.708 eV. For the orbital gap, the calculation gives 8.471 eV. The energy above the lowest of the compared OMol25 structures with the same formula, charge and spin is 1.344 eV.

=====

Entry 4:
C5H4Cl2IN | the ωB97M-V functional and the def2-TZVPD basis

```
13
Properties=species:S:1:pos:R:3:nbo_charge:R:1
I -2.335 1.323 0.320 0.113
Cl 0.854 -2.145 0.729 -0.052
Cl -2.194 -1.865 -0.273 0.058
N -0.524 -0.260 -1.474 -0.460
C -1.208 -0.474 -0.262 -0.005
C -0.191 -0.641 0.911 -0.287
C 0.588 0.416 -1.476 0.128
C 1.136 1.008 -0.267 -0.246
C 0.693 0.460 0.899 -0.129
H 1.089 0.709 1.923 0.235
H -0.770 -0.733 1.788 0.245
H 1.094 0.500 -2.358 0.192
H 1.767 1.701 -0.459 0.208
```

Its energy is -39883.590 eV. For the HOMO energy, the calculation gives -9.45 eV. For the LUMO energy, the calculation gives -0.948 eV. For the orbital gap, the calculation gives 8.506 eV. The energy above the lowest of the compared OMol25 structures with the same formula, charge and spin is 0.919 eV.

=====

Entry 5:
C2H6CrO2 | the ωB97M-V functional and the def2-TZVPD basis

```
11
Properties=species:S:1:pos:R:3:lowdin_spin:R:1
Cr 0.828 -0.295 0.239 3.223
O -0.686 0.060 1.108 -0.178
O 1.618 0.839 -0.928 -0.022
C -2.547 -1.042 -0.048 -0.011
C -2.055 0.051 0.890 -0.010
H -2.348 1.032 0.463 -0.002
H -3.582 -1.338 0.189 -0.001
H 1.124 1.633 -1.268 0.006
H -2.580 -0.057 1.860 -0.009
H -1.920 -1.943 0.046 0.003
H -2.541 -0.689 -1.091 0.000
```

Its energy is -34678.512 eV. For the HOMO energy (alpha / beta), the calculation gives -15.48 / -15.89 eV. Its spin multiplicity is 4. Its net charge is +1. For the LUMO energy (alpha / beta), the calculation gives -7.819 / -6.541 eV. For the orbital gap (alpha / beta), the calculation gives 7.663 / 9.349 eV.

=====

Entry 6:
C14H22IN4O2Yb | the ωB97M-V functional and the def2-TZVPD basis

```
44
Properties=species:S:1:pos:R:3:lowdin_spin:R:1
Yb 1.145 -0.775 0.395 0.498
I -1.772 2.149 -2.474 -0.006
O 0.258 -0.245 2.377 0.019
O -0.874 -0.634 -0.440 -0.129
N 0.952 2.447 1.567 0.004
N -1.162 2.798 1.178 0.000
N 1.728 -2.306 -1.322 0.095
N -0.122 -3.436 -1.420 0.093
C 2.033 -3.619 -1.000 0.055
C 0.402 -2.205 -1.627 0.190
C -1.514 -3.792 -1.706 0.013
C 0.842 3.653 0.904 0.004
C 0.873 -4.305 -1.043 0.018
C -0.268 0.137 -2.648 -0.014
C -0.309 -0.939 -1.560 -0.211
C -0.309 1.972 1.831 0.001
C -1.932 0.434 3.037 0.002
C 2.716 -1.274 -1.653 0.101
C -0.616 0.698 2.416 0.002
C -2.596 2.657 1.026 0.001
C -0.464 3.854 0.634 0.000
C 2.194 2.000 2.176 0.038
H -3.008 3.653 0.835 0.000
H 1.701 4.268 0.689 0.001
H 0.164 -0.208 -3.600 0.006
H 2.214 0.906 2.288 0.022
H -2.666 0.158 2.267 0.001
H -2.283 1.319 3.579 0.000
H -2.177 -3.358 -0.944 0.004
H 3.284 -1.579 -2.549 0.023
H -1.603 -4.885 -1.692 0.001
H 3.042 -3.922 -0.780 0.037
H 3.441 -1.152 -0.823 0.101
H -1.853 -0.404 3.735 0.000
H -3.063 2.260 1.927 0.000
H -1.380 0.355 -2.840 -0.007
H 2.323 2.445 3.174 0.003
H -1.811 -3.430 -2.702 0.006
H 0.662 -5.340 -0.815 0.003
H -0.960 4.643 0.092 0.000
H -2.826 2.019 0.159 0.001
H 2.225 -0.313 -1.898 0.010
H 0.347 0.982 -2.290 -0.005
H 3.027 2.316 1.537 0.019
```

Its energy is -64551.751 eV. For the HOMO energy (alpha / beta), the calculation gives 1.98 / 1.34 eV. Its spin multiplicity is 2. Its net charge is -2. For the LUMO energy (alpha / beta), the calculation gives 4.937 / 4.848 eV. For the orbital gap (alpha / beta), the calculation gives 2.959 / 3.512 eV.

=====

Sequential max |F| output: 3.31 0.91 5.95 7.27 3.35 7.84 eV Å⁻¹